Record 1
{"formula": "C5H7NO2", "method": "wB97M-V/def2-TZVPD", "orbital_gap_ev": 7.716, "e_above_lowest_kcal_mol": 139.2, "largest_force_ev_per_a": 5.4, "species": ["C", "C", "C", "C", "C", "N", "O", "O", "H", "H", "H", "H", "H", "H", "H"], "xyz": [[-1.0440, -3.1049, 0.0663], [2.7425, 0.9516, -0.0755], [-0.4846, 1.5346, -0.3694], [-1.2802, 0.3082, 0.2243], [-0.3690, -0.8425, 0.3966], [-0.4896, -2.0348, 0.1124], [2.8434, 1.6490, 0.8157], [2.5230, 0.2242, -0.9796], [-0.9129, -3.8052, -0.7549], [0.1506, 1.2663, -1.2658], [-0.0269, 1.9274, 0.6147], [-1.1305, 2.3319, -0.4935], [-1.9219, 0.6332, 1.1071], [-1.9105, -0.1447, -0.5880], [1.3106, -0.8943, 1.1895]], "atomic_forces_ev_per_a": [[-0.615, -2.815, 0.099], [-1.421, -2.625, -3.056], [0.832, -1.562, 2.799], [-0.047, 0.366, -1.798], [4.660, 0.554, 2.593], [-0.894, 1.094, 0.077], [0.666, 1.431, 1.708], [0.910, 1.234, 1.241], [0.095, 0.310, -0.356], [-0.583, 0.545, 1.431], [0.761, -0.669, -1.893], [-1.608, 1.467, -1.242], [0.991, -0.734, -0.943], [-0.164, 0.743, 0.742], [-3.583, 0.662, -1.403]], "nbo_charge": [-0.03, 1.03, -0.61, -0.49, 0.22, -0.38, -0.50, -0.54, 0.17, 0.23, 0.22, 0.21, 0.23, 0.23, 0.00]}

Record 2
{"formula": "C5H7NO2", "method": "wB97M-V/def2-TZVPD", "orbital_gap_ev": 11.674, "e_above_lowest_kcal_mol": 27.2, "largest_force_ev_per_a": 4.6, "species": ["C", "C", "C", "C", "N", "H", "H", "H", "H", "H", "H", "H", "O", "C", "O"], "xyz": [[-1.4938, 0.2545, -0.0683], [-0.1630, 0.8016, -0.4572], [0.7991, 0.9463, 0.6948], [0.0929, 2.1021, 1.9385], [-0.2553, 2.9546, 2.6643], [-1.3834, -0.1588, 1.0109], [-1.8162, -0.5483, -0.7229], [-2.2182, 1.0623, -0.1491], [0.3652, 0.1110, -1.1098], [-0.2933, 1.7776, -0.9445], [1.7989, 1.3199, 0.3856], [0.9178, 0.1334, 1.4976], [0.1003, -3.8799, -1.4611], [1.2273, -3.5888, -1.6086], [2.3218, -3.2874, -1.6700]], "atomic_forces_ev_per_a": [[-0.343, -0.768, 1.816], [1.033, 0.133, 0.191], [-0.698, 1.818, 4.171], [1.119, 0.198, -1.523], [0.624, -2.055, -1.486], [-0.793, 0.674, -1.753], [-0.067, -0.136, 0.003], [-0.300, -0.243, 0.537], [0.027, 0.062, -0.508], [0.421, -0.361, -0.069], [-0.789, 0.106, 0.565], [-0.227, 0.559, -1.949], [1.157, 0.261, -0.457], [-3.352, -0.809, 0.896], [2.189, 0.560, -0.435]], "nbo_charge": [-0.61, -0.44, -0.34, 0.21, -0.39, 0.21, 0.22, 0.22, 0.21, 0.23, 0.24, 0.24, -0.52, 1.02, -0.50]}

Record 3
{"formula": "C5H7NO2", "method": "wB97M-V/def2-TZVPD", "orbital_gap_ev": 9.269, "e_above_lowest_kcal_mol": 65.5, "largest_force_ev_per_a": 8.9, "species": ["C", "C", "C", "C", "C", "H", "H", "H", "H", "H", "H", "H", "N", "O", "O"], "xyz": [[-1.6281, -0.2164, 0.1432], [-0.3281, 0.1114, -0.7774], [1.4987, 0.4678, 0.6291], [1.6225, -0.8257, -0.0515], [0.5721, -0.9945, -0.8450], [-3.4419, 0.0481, 0.4054], [-0.7148, 0.5996, -1.6827], [-0.0183, 1.7619, 0.6300], [2.5069, 1.3613, 0.5372], [1.3002, 0.3498, 1.5639], [2.3814, -1.4262, 0.1743], [0.1745, -1.9276, -1.3013], [0.4547, 1.1903, -0.1070], [-2.7354, 0.3843, -0.4218], [-1.6445, -0.8840, 1.1036]], "atomic_forces_ev_per_a": [[1.191, 1.669, -4.548], [-3.072, 3.342, 1.484], [4.215, 4.834, -6.146], [-2.513, 2.233, -1.191], [0.250, -2.703, -0.319], [2.206, 1.632, -3.610], [0.038, -0.843, -0.112], [-0.170, -0.665, -1.392], [-2.341, -3.180, 0.521], [-1.046, -0.654, 6.132], [2.783, -2.778, 0.647], [0.952, 0.669, 0.135], [-0.236, -0.296, 1.416], [-2.058, -2.166, 4.810], [-0.199, -1.093, 2.173]], "nbo_charge": [0.78, -0.19, -0.20, -0.16, -0.20, 0.49, 0.22, 0.37, 0.16, 0.17, 0.21, 0.23, -0.60, -0.68, -0.59]}